(1)
One molecule with the formula C7H14. Source: the OMol25 dataset; level of theory: ωB97M-V/def2-TZVPD.

The maximum force comes out at 0.3 eV/A. Its lowest unoccupied orbital energy is 0.0413 hartree. The calculation puts the HOMO-LUMO gap at 10.75 eV. For the total energy, the calculation gives -275.08821 a.u. Its structure (SMILES) is CC[C@@]1(C)C[C@H]1C.

CARTESIAN COORDINATES (ANGSTROEM)
1 C -1.477 1.218 -1.084
2 C -0.348 0.197 -1.216
3 C -0.041 -0.643 0.017
4 C -1.185 -1.534 0.463
5 C 1.360 -1.189 0.057
6 C 0.944 -0.125 1.039
7 C 1.446 1.305 1.005
8 H -1.610 1.753 -2.031
9 H -2.433 0.741 -0.841
10 H -1.264 1.961 -0.306
11 H -0.590 -0.503 -2.027
12 H 0.564 0.715 -1.534
13 H -1.446 -2.247 -0.330
14 H -2.085 -0.951 0.694
15 H -0.928 -2.106 1.361
16 H 1.500 -2.196 0.442
17 H 2.033 -0.921 -0.754
18 H 0.841 -0.527 2.044
19 H 0.645 2.008 1.275
20 H 1.807 1.589 0.012
21 H 2.268 1.457 1.713

(2)
C22H37BaClP2 as an isolated structure at a distorted geometry. Source: the OMol25 dataset; level of theory: ωB97M-V/def2-TZVPD.

The maximum force comes out at 2.7 eV/A. Its lowest unoccupied orbital energy (spin up / spin down) is -0.0145 / -0.0130 hartree. The calculation puts the HOMO-LUMO gap (spin up / spin down) at 4.08 / 3.61 eV. For the total energy, the calculation gives -2028.49346 a.u.

CARTESIAN COORDINATES (ANGSTROEM)
1 P 2.447 0.393 0.000
2 P -0.168 -2.876 -0.042
3 C 2.270 -1.399 0.420
4 C 1.626 -2.444 -0.504
5 H 1.690 -1.358 1.362
6 H 3.315 -1.749 0.602
7 H 1.595 -2.040 -1.560
8 H 2.188 -3.399 -0.483
9 C -0.036 -4.505 0.772
10 H -0.960 -4.699 1.326
11 H 0.783 -4.515 1.498
12 H 0.111 -5.329 0.074
13 C -0.651 -3.441 -1.761
14 H -0.046 -4.319 -2.052
15 H -0.669 -2.663 -2.569
16 H -1.692 -3.810 -1.694
17 C 4.049 0.940 0.673
18 H 4.184 2.003 0.932
19 H 4.827 0.730 -0.089
20 H 4.375 0.351 1.556
21 C 2.518 0.749 -1.766
22 H 1.734 0.260 -2.379
23 H 3.504 0.499 -2.161
24 H 2.357 1.833 -1.861
25 Ba 1.651 -2.506 -4.008
26 C 2.491 -4.919 -4.028
27 C 2.559 -5.028 -2.672
28 C 3.807 -5.271 -1.906
29 C 4.858 -4.138 -2.149
30 C 4.292 -2.781 -2.416
31 C 4.136 -2.238 -3.641
32 C 4.311 -3.083 -4.887
33 C 3.596 -4.513 -4.989
34 C 1.019 1.331 0.502
35 H 1.522 -5.154 -4.563
36 H 1.655 -5.117 -2.061
37 H 4.255 -6.249 -2.188
38 H 3.615 -5.336 -0.815
39 H 5.462 -4.096 -1.219
40 H 5.564 -4.489 -2.918
41 H 4.208 -2.150 -1.530
42 H 4.173 -1.152 -3.850
43 H 5.401 -3.233 -4.989
44 H 4.030 -2.456 -5.763
45 H 3.128 -4.517 -5.999
46 H 4.419 -5.242 -5.043
47 H 0.253 1.202 -0.290
48 H 1.228 2.409 0.533
49 H 0.572 1.007 1.442
50 Cl -3.064 0.841 -1.390
51 C -3.195 1.339 0.235
52 C -3.965 2.446 0.564
53 C -3.982 2.942 1.877
54 C -3.193 2.344 2.867
55 C -2.444 1.210 2.563
56 C -2.457 0.622 1.255
57 C -1.745 -0.543 0.986
58 H -4.542 2.923 -0.223
59 H -4.605 3.802 2.103
60 H -3.168 2.771 3.863
61 H -1.841 0.725 3.322
62 H -1.295 -1.090 1.831
63 H -1.807 -1.040 0.019

(3)
C38H55F3InO20P as an isolated structure at a distorted geometry. Source: the OMol25 dataset; level of theory: ωB97M-V/def2-TZVPD.

The maximum force comes out at 5.4 eV/A. Its lowest unoccupied orbital energy is 0.0973 hartree. The calculation puts the HOMO-LUMO gap at 2.57 eV. For the total energy, the calculation gives -3816.70786 a.u. As for the net charge: -2.

CARTESIAN COORDINATES (ANGSTROEM)
1 C 1.250 0.791 0.405
2 C -0.136 -0.044 0.380
3 P -1.696 0.999 0.008
4 C -1.573 2.498 1.167
5 C -2.459 3.769 0.722
6 In -1.709 1.641 -2.445
7 C 0.385 1.791 -3.378
8 C 0.539 3.332 -3.831
9 C 1.223 4.407 -2.935
10 C 1.243 5.868 -3.520
11 C 0.616 6.219 -4.911
12 C 0.598 7.729 -5.483
13 C -0.041 5.119 -5.809
14 C -0.066 3.669 -5.243
15 C -2.790 3.653 -2.660
16 O -4.045 3.650 -2.985
17 O -2.042 4.788 -2.405
18 C -2.859 0.191 -3.785
19 F -2.240 -1.105 -3.941
20 F -4.239 0.135 -3.404
21 F -2.847 0.783 -5.125
22 H 2.101 0.273 -0.173
23 H 1.570 0.892 1.509
24 H 1.014 1.826 -0.056
25 H -0.249 -0.515 1.435
26 H -0.097 -0.926 -0.355
27 H -1.997 2.155 2.190
28 H -0.483 2.812 1.399
29 H -3.357 3.494 0.077
30 H -2.895 4.260 1.680
31 H -1.790 4.584 0.255
32 H 0.393 1.177 -4.353
33 H 1.184 1.475 -2.628
34 H 1.668 4.117 -1.931
35 H 1.716 6.688 -2.866
36 H -0.367 7.914 -6.081
37 H 0.513 8.409 -4.552
38 H 1.533 7.987 -6.089
39 H -0.514 5.333 -6.835
40 H -0.543 2.842 -5.886
41 C 1.961 -1.956 5.878
42 C 1.365 -0.577 5.697
43 C -0.121 -0.522 5.903
44 O -0.488 0.607 5.116
45 C 0.438 0.700 4.118
46 O 0.341 1.423 3.169
47 O 1.491 -0.138 4.347
48 H 2.990 -1.979 5.508
49 H 1.958 -2.248 6.930
50 H 1.405 -2.706 5.307
51 H 1.889 0.145 6.332
52 H -0.395 -0.372 6.948
53 H -0.648 -1.399 5.515
54 C -2.712 -3.895 -4.259
55 C -2.232 -5.088 -3.462
56 C -3.209 -5.565 -2.430
57 O -2.353 -6.194 -1.479
58 C -1.145 -5.565 -1.574
59 O -0.239 -5.715 -0.800
60 O -1.101 -4.750 -2.661
61 H -1.888 -3.462 -4.832
62 H -3.510 -4.180 -4.950
63 H -3.086 -3.105 -3.605
64 H -1.930 -5.895 -4.139
65 H -3.933 -6.276 -2.832
66 H -3.745 -4.754 -1.927
67 C -2.823 1.206 -10.620
68 C -2.066 1.931 -9.529
69 C -2.604 1.693 -8.148
70 O -2.188 2.866 -7.462
71 C -2.101 3.852 -8.395
72 O -1.951 5.013 -8.138
73 O -2.205 3.343 -9.659
74 H -2.530 1.582 -11.604
75 H -2.631 0.132 -10.582
76 H -3.901 1.370 -10.530
77 H -0.998 1.694 -9.593
78 H -2.185 0.801 -7.681
79 H -3.696 1.639 -8.108
80 C -2.202 -7.926 2.327
81 C -2.099 -6.499 2.818
82 C -0.769 -5.858 2.555
83 O -0.707 -4.871 3.582
84 C -1.458 -5.342 4.617
85 O -1.484 -4.855 5.713
86 O -2.177 -6.439 4.242
87 H -3.097 -8.406 2.732
88 H -2.247 -7.960 1.236
89 H -1.348 -8.523 2.660
90 H -2.923 -5.903 2.414
91 H -0.714 -5.397 1.569
92 H 0.078 -6.540 2.682
93 C 5.329 -6.643 6.339
94 C 4.878 -5.200 6.267
95 C 5.989 -4.224 6.015
96 O 5.470 -3.029 6.587
97 C 4.616 -3.414 7.578
98 O 4.137 -2.671 8.386
99 O 4.377 -4.756 7.525
100 H 4.529 -7.274 6.735
101 H 5.614 -7.013 5.352
102 H 6.182 -6.759 7.014
103 H 4.073 -5.096 5.532
104 H 6.196 -4.088 4.952
105 H 6.920 -4.478 6.532
106 C 1.523 4.026 3.660
107 C 1.616 5.450 4.161
108 C 2.947 6.097 3.923
109 O 2.991 7.079 4.956
110 C 2.224 6.598 5.978
111 O 2.180 7.080 7.076
112 O 1.515 5.504 5.585
113 H 0.625 3.542 4.048
114 H 1.496 3.996 2.569
115 H 2.374 3.429 4.003
116 H 0.796 6.047 3.747
117 H 3.017 6.565 2.940
118 H 3.794 5.417 4.059